DFT (ωB97M-V/def2-TZVPD) results for a 3-piece molecular cluster, C12H27N3O7S overall.

```
50
Properties=species:S:1:pos:R:3
C -0.995 -1.654 3.649
C -0.197 -0.602 2.865
C -1.061 0.430 2.147
C -1.785 1.400 3.084
N -3.066 0.838 3.506
O -3.867 1.919 4.044
C -5.108 1.696 3.561
O -5.652 2.335 2.732
O -5.633 0.611 4.207
S -6.947 -0.125 3.557
C -6.416 -0.391 1.893
O -8.058 0.765 3.576
O -6.996 -1.370 4.253
H -1.933 -1.906 3.148
H -1.218 -1.331 4.669
H -0.425 -2.582 3.725
H 0.429 -1.118 2.134
H 0.464 -0.078 3.562
H -1.782 -0.045 1.480
H -0.402 1.034 1.514
H -1.147 1.623 3.949
H -1.996 2.337 2.570
H -2.940 0.190 4.278
H -6.747 -1.392 1.625
H -6.903 0.356 1.270
H -5.334 -0.295 1.815
C 4.599 -1.763 0.052
N 3.182 -2.064 -0.033
C 2.248 -1.507 -0.848
C 2.717 -0.432 -1.801
O 1.084 -1.867 -0.805
H 5.193 -2.650 -0.174
H 4.859 -1.421 1.054
H 4.863 -0.985 -0.656
H 2.810 -2.776 0.576
H 1.863 -0.091 -2.378
H 3.136 0.416 -1.257
H 3.473 -0.824 -2.483
C 2.632 2.116 -5.816
N 4.078 2.091 -5.719
C 4.910 1.015 -5.774
C 4.271 -0.343 -5.956
O 6.117 1.152 -5.674
H 2.314 2.720 -6.668
H 2.193 2.540 -4.912
H 2.245 1.111 -5.946
H 4.563 2.966 -5.597
H 5.056 -1.092 -5.977
H 3.593 -0.564 -5.130
H 3.712 -0.390 -6.891
```

Results
Spin multiplicity: 1
Maximum force: 0.58 eV/A
Energy: -42518.6043 eV
Structure (SMILES): CCCCNOC(=O)OS(C)(=O)=O.CNC(C)=O.CNC(C)=O
HOMO energy: -9.78 eV
E_LUMO: 0.411 eV